63
Properties=species:S:1:pos:R:3 method="wB97M-V/def2-TZVPD" gap_ha=0.1557 e_above_lowest_kj_mol=47.9 total_charge=-1 energy_ha=-1413.20144
O 5.176 -1.046 -0.474
C 5.812 -1.518 0.776
C 7.229 -1.358 0.244
H 5.508 -2.553 0.994
H 5.581 -0.858 1.627
C 6.515 -0.827 -1.025
H 7.751 -2.308 0.086
H 7.825 -0.608 0.776
C 6.729 -1.682 -2.254
H 6.505 -2.733 -2.027
H 7.774 -1.604 -2.582
H 6.081 -1.332 -3.066
C 6.822 0.637 -1.308
H 6.678 1.271 -0.421
H 6.210 1.013 -2.132
H 7.875 0.729 -1.609
Sn -1.658 0.038 0.090
C -2.587 3.184 0.233
C -2.833 2.227 1.243
C -1.561 1.868 1.830
H -3.801 1.835 1.556
C -0.555 2.674 1.192
C -1.196 3.476 0.225
H -0.719 4.242 -0.396
H -3.343 3.654 -0.394
H -1.417 1.237 2.707
H 0.493 2.709 1.483
C -3.606 0.658 -2.425
C -2.582 1.600 -2.753
C -1.337 0.944 -2.719
H -2.752 2.636 -3.052
C -1.566 -0.428 -2.311
C -3.004 -0.601 -2.226
H -3.515 -1.544 -2.057
H -4.675 0.874 -2.405
H -0.372 1.355 -3.020
H -0.818 -1.218 -2.307
O 0.729 -0.395 0.499
C 1.719 0.254 -0.329
C 2.981 0.134 0.463
H 1.414 1.282 -0.560
H 1.777 -0.301 -1.274
C 2.819 -1.228 1.158
H 3.071 0.916 1.227
H 3.833 0.190 -0.201
C 1.359 -1.215 1.518
H 3.464 -1.370 2.022
H 3.022 -2.037 0.445
H 1.206 -0.717 2.486
H 0.865 -2.197 1.542
C -3.310 -0.946 1.058
C -4.530 -0.858 1.246
C -5.932 -0.841 1.413
C -6.537 -0.213 2.524
C -7.926 -0.135 2.601
C -8.722 -0.678 1.582
C -8.124 -1.316 0.486
C -6.738 -1.388 0.393
H -5.908 0.229 3.300
H -8.397 0.362 3.451
H -9.807 -0.593 1.634
H -8.742 -1.742 -0.304
H -6.254 -1.840 -0.476